(1)
Density functional theory data (wB97M-V/def2-TZVPD) for a molecular structure, C19H40OP2Ru.

```
63
Properties=species:S:1:pos:R:3:forces:R:3
Ru -0.168045 -1.544198 -1.145076 0.690 1.203 1.170
P 1.023448 0.733078 1.652796 -5.042 -2.637 2.862
P -0.299179 1.076657 -1.582357 -0.626 -0.595 2.043
O 2.256682 1.358341 1.078621 2.825 0.954 -1.795
C -1.290366 -4.330021 -0.655682 -0.162 -0.374 -1.540
C 0.568703 1.480373 3.245713 0.089 0.410 0.548
C 0.353053 0.236184 -3.053727 -0.084 0.351 -0.058
C 1.380532 -0.997977 2.050926 0.731 -0.560 -0.389
C 4.368522 2.606892 0.519055 0.523 0.106 -0.863
C -1.946856 1.917308 -1.787110 0.871 -0.239 -1.113
C -2.781992 -2.497024 0.354436 1.334 -1.035 0.589
C -3.890976 -2.435789 -0.683826 -0.877 0.123 0.274
C -1.409781 -2.473519 -2.444046 -1.859 -2.141 -1.910
C -1.755709 -3.956519 -2.126080 0.457 -0.315 0.592
C -0.975156 0.434404 1.377005 0.377 0.245 -1.230
C 4.140436 1.618532 2.720471 0.254 -0.266 0.185
C 2.636507 3.550709 1.929421 -0.703 0.234 -0.256
C -1.603191 -3.268341 0.336506 -1.901 0.534 0.720
C -2.369704 -1.484475 -2.566188 1.696 -0.315 -0.339
C -3.685910 -1.430640 -1.913792 -1.151 -1.114 1.113
C -1.366706 -0.107742 0.041136 -1.837 -1.256 1.536
C 0.944796 2.352781 -1.272209 0.024 1.462 -0.477
C 3.337760 2.288234 1.576820 1.035 -0.870 0.877
H 2.329704 -0.918737 2.613004 -0.130 -0.635 -0.500
H 1.477924 -1.618653 1.094647 0.169 0.700 1.296
H -2.760471 1.177654 -2.031536 1.031 0.859 0.337
H -1.136027 -4.586208 -2.828191 -0.964 0.551 0.625
H 1.154347 3.145619 -2.025059 -0.695 -0.519 -0.142
H -2.849937 -4.199903 -2.247008 1.415 0.363 -0.197
H -0.894693 -3.222884 1.183578 -0.684 0.170 -0.201
H -4.758290 -2.024522 -0.092944 0.577 -0.581 -0.823
H 4.992151 3.371848 0.975999 -0.035 0.286 0.013
H -2.169624 2.460400 -0.824917 0.254 -0.314 -1.268
H -4.492933 -1.681067 -2.624870 0.326 0.010 0.062
H 2.243961 3.959301 1.005000 0.143 0.467 -0.208
H 0.641748 -1.477716 2.729981 0.335 0.539 -0.587
H 3.346536 4.225451 2.376016 -0.017 0.430 0.215
H -1.432044 -1.529961 0.022311 0.269 2.744 0.548
H 1.039531 -0.620883 -2.780838 -0.209 0.995 -0.464
H -1.723822 2.540611 -2.691958 -0.908 0.179 0.957
H -1.242823 -0.344202 2.117994 0.723 0.452 -0.005
H 1.437207 1.696311 3.896501 -0.581 0.104 -0.323
H 3.597832 1.073161 3.519174 -0.003 0.517 -0.541
H -2.172799 -0.706162 -3.292825 0.010 0.259 0.267
H 1.759946 3.406178 2.543056 0.225 0.089 0.534
H 5.107830 1.857614 0.237016 -0.446 -0.582 0.265
H -2.528652 -0.122648 0.017252 1.847 0.646 -0.610
H 0.890803 1.110326 -3.440766 0.410 -0.789 -0.756
H -3.963317 -0.417245 -1.579786 0.386 -0.243 -0.148
H 0.593144 2.892647 -0.397814 0.092 0.108 0.261
H -0.446872 -0.106761 -3.702154 0.361 0.140 -0.321
H 4.008923 3.027980 -0.418373 -0.428 0.116 0.119
H 4.748111 2.400147 3.194370 -0.366 -0.039 0.071
H -4.189403 -3.452779 -1.074234 0.420 1.173 0.639
H -1.799269 -5.283017 -0.380932 0.594 0.495 0.024
H -2.872066 -1.751407 1.193095 -0.105 -1.177 -0.731
H 4.909495 0.938947 2.318130 -0.561 0.003 -0.018
H -1.467663 1.370267 1.695024 0.113 -0.306 -0.418
H -0.440517 -2.391725 -2.993935 -0.709 -0.225 -0.932
H 1.928546 1.958016 -1.058422 -0.099 -0.508 0.138
H -0.021297 2.396747 2.992527 0.643 -0.530 0.541
H -0.122789 0.805522 3.798383 0.555 0.352 -0.476
H -0.189295 -4.485515 -0.689311 -0.622 -0.203 0.219
```
Forces are in eV/Å.

**Multiplicity**: 5
**E_HOMO (alpha / beta)**: -0.438 / -0.527 hartree
**Total charge**: +2
**Expectation value of S²**: 6.03
**Frontier orbital gap (alpha / beta)**: 5.56 / 7.50 eV

***

(2)
Density functional theory data (wB97M-V/def2-TZVPD) for a molecular structure, C6H13N.

```
20
Properties=species:S:1:pos:R:3:forces:R:3
N 0.437592 -0.810295 1.224413 -2.135 -1.784 -1.332
C -1.745479 -1.733638 -0.365041 0.964 3.582 -0.201
C 0.802004 2.759363 0.550340 -0.411 0.231 -0.626
C -1.381813 -2.661656 -1.229312 0.371 -0.156 -0.094
C 1.125660 0.183470 -0.889330 -0.834 -0.074 -0.326
C 0.226143 0.290991 0.324628 3.390 2.403 2.676
C 0.126807 1.502671 0.971496 -0.463 -1.045 -0.894
H -0.013745 -0.652873 2.120026 0.142 0.216 0.096
H -0.623392 -2.486421 -1.982727 0.012 0.113 -0.005
H 0.530089 3.591856 1.195316 -0.037 0.069 -0.083
H -0.385866 1.530086 1.926334 0.127 -0.191 0.164
H 2.150426 0.466908 -0.650730 0.011 -0.002 0.155
H -0.137970 -1.585840 0.781652 1.322 0.503 1.047
H 0.540891 3.006939 -0.483129 0.069 0.201 0.049
H 1.893820 2.662216 0.571351 -0.046 -0.144 0.074
H -1.184188 -0.466704 -0.321835 -2.353 -3.954 -0.591
H 0.762052 0.827215 -1.688890 0.074 0.030 -0.121
H -2.506486 -1.900228 0.388066 0.017 -0.024 0.061
H -1.749282 -3.681231 -1.192465 -0.268 0.074 0.029
H 1.132739 -0.842829 -1.250162 0.047 -0.048 -0.077
```
Forces are in eV/Å.

**Multiplicity**: 1
**E_HOMO**: -0.296 hartree
**Frontier orbital gap**: 9.05 eV

***

(3)
Density functional theory data (wB97M-V/def2-TZVPD) for a molecular structure, C28H56CoK2O25P.

```
113
Properties=species:S:1:pos:R:3:forces:R:3
Co -34.009172 33.473620 -24.056435 -1.581 2.027 -0.580
K -33.390819 28.638838 -24.503669 -0.443 0.465 0.418
K -30.564440 30.450608 -25.436328 0.194 1.110 0.583
P -32.927964 31.680698 -23.249352 0.115 1.476 -1.816
O -36.587992 35.958832 -21.633013 -0.317 1.306 -0.392
O -32.931643 33.021297 -22.438753 0.867 -1.714 1.271
O -32.501864 32.302748 -24.668809 1.745 -1.373 -0.682
O -36.137470 32.445729 -27.133545 0.519 -0.301 -1.027
O -34.436874 31.497355 -23.612097 -0.629 -1.922 0.729
O -35.451536 33.871126 -25.560188 0.521 0.390 0.067
O -36.603337 33.858871 -21.007047 -0.554 -0.086 0.142
O -35.448330 34.527424 -22.819376 -0.251 -0.179 -0.317
O -37.293012 34.252435 -26.663472 -0.049 0.402 -0.733
O -40.090245 31.192859 -26.986367 0.249 0.664 -0.054
O -31.148301 35.951370 -25.207242 0.733 0.409 0.011
O -32.922951 34.176953 -16.460787 -0.246 0.367 -0.003
O -34.993282 29.679543 -17.144416 0.810 -0.669 0.701
O -31.817512 36.705249 -23.305825 0.326 -0.054 0.346
O -28.607215 33.926246 -23.062435 0.299 -0.075 0.414
O -32.128870 30.426297 -22.945623 -0.048 -0.231 0.003
O -31.763918 32.454127 -17.355547 0.194 -0.042 0.038
O -31.068627 33.306793 -15.511913 0.309 0.323 -0.377
O -35.978563 30.371059 -19.022707 -0.005 -0.152 -0.378
O -38.474564 31.325937 -25.575171 0.710 1.015 -0.271
O -33.140164 35.297310 -24.420950 -0.374 -0.083 -0.308
O -39.685514 29.443723 -25.618473 -0.279 -0.553 0.177
O -27.076967 34.503672 -24.429371 0.560 0.473 -0.143
O -33.922110 29.403486 -18.955909 0.346 -0.411 0.328
O -28.248434 32.648365 -24.890953 -0.223 -0.565 -0.139
C -31.273342 35.059552 -26.311226 -0.694 -0.598 0.115
C -33.693257 29.517380 -20.339966 -0.779 -0.753 -1.362
C -29.622396 33.044267 -22.591629 -0.513 -0.954 -0.558
C -27.978407 33.591670 -24.177732 -0.982 0.074 0.175
C -32.751696 33.678530 -19.297457 0.529 0.413 -1.661
C -34.954304 31.619782 -26.933986 -1.112 -0.215 0.274
C -32.781144 36.727391 -22.219485 -0.616 0.977 -0.179
C -35.316773 30.322543 -27.634628 0.646 0.004 0.313
C -34.623079 28.626642 -21.184226 -0.637 0.764 0.159
C -41.416329 30.820985 -27.367487 -0.403 -0.231 -0.715
C -36.065215 37.189648 -19.634008 1.158 -0.349 -0.650
C -36.066563 30.149227 -16.349060 -0.959 0.336 -1.037
C -26.602896 34.570635 -25.777497 0.012 0.095 -0.835
C -26.112599 35.967777 -26.076870 0.824 -0.647 -0.447
C -39.456467 30.547981 -26.017460 -0.123 -0.113 -0.082
C -32.109916 35.927604 -24.310390 0.071 0.013 -0.031
C -42.442560 31.731942 -26.716031 0.228 -0.337 -0.370
C -32.005217 33.406461 -16.458758 0.072 -0.559 0.359
C -36.216436 33.556448 -26.443465 -0.309 -0.558 0.944
C -37.103413 36.365171 -20.358018 -0.508 -0.614 1.101
C -37.608440 30.717066 -24.624036 -0.428 -0.994 0.520
C -38.139619 33.994899 -27.801828 -1.127 0.747 0.335
C -32.592387 32.392155 -18.509150 -1.268 1.100 -0.375
C -36.186527 34.741100 -21.884883 0.690 -0.214 0.318
C -35.058824 29.851629 -18.441982 -0.145 0.418 0.106
C -32.253643 37.705318 -21.184191 0.882 -1.056 -0.548
C -36.154833 32.521619 -21.154299 0.512 -1.113 -0.678
C -31.033164 34.391554 -14.575300 -0.093 -0.318 0.116
H -33.298052 33.446988 -20.222817 0.072 -0.306 0.210
H -34.754669 27.599788 -20.847179 0.342 -0.014 0.087
H -37.886705 33.158790 -28.434345 0.371 -0.231 0.229
H -32.163309 31.594442 -19.102657 -0.005 -0.013 -0.100
H -37.226487 29.788173 -25.060145 -0.003 -0.012 0.231
H -33.315404 34.495190 -18.856254 0.164 -0.232 0.633
H -36.767240 31.321841 -24.291093 -0.221 0.570 -0.546
H -25.747614 35.938531 -27.109548 -0.308 0.144 -0.067
H -41.581222 29.755294 -27.211260 0.022 0.064 0.361
H -32.116586 35.363591 -26.931277 0.039 -0.018 -0.071
H -31.897516 34.294204 -13.922345 0.060 0.273 0.140
H -30.103324 34.266386 -14.030229 -0.062 -0.083 0.125
H -25.802595 33.852890 -25.968307 0.001 -0.082 0.397
H -32.951271 35.725428 -21.828205 0.193 -0.091 -0.092
H -38.224135 30.477708 -23.755151 0.269 -0.236 0.089
H -33.874166 30.531721 -20.695688 0.383 0.157 0.223
H -32.926767 37.706333 -20.333717 0.028 0.323 0.106
H -31.268346 37.326468 -20.892197 -0.152 0.083 0.394
H -35.064177 32.488013 -21.147402 -0.068 0.063 0.310
H -37.355771 35.463323 -19.800039 0.088 0.158 0.114
H -26.874523 36.732572 -25.982222 0.042 0.092 0.220
H -31.019559 35.361809 -15.066220 -0.175 -0.051 -0.141
H -30.532184 33.135878 -23.188971 0.034 0.340 0.107
H -33.649951 32.188735 -18.291871 0.341 -0.694 0.688
H -36.356254 31.127839 -16.738801 0.154 0.199 0.581
H -31.459942 34.057909 -25.913892 -0.016 -0.015 -0.181
H -36.231434 29.934150 -27.193244 -0.170 -0.015 -0.262
H -35.605057 29.105415 -21.199193 -0.056 -0.233 -0.002
H -34.886871 31.484430 -25.851439 0.554 0.000 -0.114
H -30.355920 35.072811 -26.887156 0.155 0.284 0.151
H -36.414237 32.066417 -22.114821 -0.228 0.500 -0.066
H -32.054666 38.679724 -21.622200 -0.456 0.182 0.104
H -25.195834 36.161579 -25.519191 -0.335 0.373 0.392
H -38.194173 34.912381 -28.388258 0.316 -0.028 0.013
H -32.680416 29.184687 -20.539173 0.239 0.431 0.395
H -36.953385 29.533130 -16.513960 0.140 -0.242 0.256
H -27.406195 34.295314 -26.465125 -0.128 0.026 0.212
H -36.600369 31.902238 -20.385214 0.100 0.445 0.236
H -42.055528 32.749644 -26.733108 0.030 0.017 0.357
H -34.537119 29.567602 -27.472885 0.058 0.072 -0.022
H -34.084482 32.123311 -27.349120 0.059 0.041 0.123
H -35.398272 30.458787 -28.709708 -0.250 -0.046 -0.026
H -31.819909 34.079884 -19.716864 0.117 -0.034 0.414
H -33.712613 37.106322 -22.649354 -0.071 -0.261 0.085
H -35.736167 30.126993 -15.322974 0.028 0.146 0.116
H -35.787049 38.065776 -20.224032 -0.341 0.217 0.228
H -34.274671 28.670547 -22.216079 0.099 -0.134 0.169
H -38.044752 36.902181 -20.472308 0.158 0.104 -0.553
H -41.462321 30.964850 -28.448254 0.256 0.080 0.026
H -29.841435 33.245434 -21.550989 0.158 0.333 0.019
H -42.682587 31.372414 -25.719193 -0.085 0.349 0.139
H -43.335555 31.758561 -27.340570 -0.147 -0.223 0.180
H -36.298451 37.438340 -18.603496 -0.378 0.136 -0.079
H -39.130858 33.860449 -27.368548 0.057 -0.296 -0.164
H -29.324630 31.995099 -22.691066 0.269 0.153 0.157
H -35.132041 36.610021 -19.599609 -0.165 -0.098 0.151
```
Forces are in eV/Å.

**Multiplicity**: 4
**E_HOMO (alpha / beta)**: -0.390 / -0.390 hartree
**Total charge**: +1
**Expectation value of S²**: 3.76
**Frontier orbital gap (alpha / beta)**: 6.90 / 6.90 eV

***

(4)
Density functional theory data (wB97M-V/def2-TZVPD) for a gas-phase ion, C4H9N2 (charge +1).

```
15
Properties=species:S:1:pos:R:3:forces:R:3
N -1.600537 0.678048 -0.058814 1.174 -1.244 0.489
N -0.336421 -0.090991 -0.059423 0.443 -0.271 -1.781
C 1.979177 0.538490 0.198504 1.887 -1.129 1.806
C 0.762476 0.781177 -0.574803 -1.821 0.325 0.108
C -2.631707 -0.025527 0.098313 -2.018 1.115 1.465
C -0.093807 -1.347458 0.094260 -1.565 0.843 2.195
H -3.559302 0.612321 0.320170 1.207 -1.182 -0.874
H 0.367345 1.776679 -0.545031 -0.132 0.512 0.277
H 0.955883 -1.721709 0.021796 -1.210 0.240 -0.158
H -2.690361 -1.104576 0.269269 0.000 0.221 -0.334
H 1.742181 -0.097062 1.124250 0.593 1.192 -1.137
H -0.931505 -1.893030 0.622251 1.243 -0.069 -1.155
H 0.803035 0.519315 -1.608318 0.429 -0.104 -0.850
H 2.574050 1.407318 0.511752 -0.647 -0.043 -0.089
H 2.659492 -0.032996 -0.414177 0.419 -0.405 0.038
```
Forces are in eV/Å.

**Multiplicity**: 1
**E_HOMO**: -0.603 hartree
**Total charge**: +1
**SMILES string**: C=N[N+](=C)CC
**Frontier orbital gap**: 10.68 eV

***

Electronic energy in Eh, matching the order above: -1599.8438, -291.0321, -5905.5925, -266.9599
Max |F| in hartree/bohr, matching the order above: 0.124, 0.096, 0.051, 0.055